A molecular structure, C28H25NO4 in a non-equilibrium geometry, computed with wB97M-V/def2-TZVPD.

Last column: Löwdin charge in e.
Cartesian coordinates (Å):
C 1.94045 1.79248 -4.80395  -0.073
C 2.48294 1.01229 -3.64047  -0.224
O 1.35380 0.35824 -3.00941  -0.007
C 1.67184 -0.18807 -1.81864  -0.494
C 0.53633 -0.88693 -1.13794  -0.093
C 0.82322 -2.30000 -0.86201  -0.217
C 2.08852 -2.66694 -0.35927  -0.008
C 2.34502 -3.98463 0.00822  -0.022
C 1.33654 -4.95224 -0.05801  -0.255
C 1.57797 -6.27661 0.44586  -0.192
N 1.76985 -7.34454 0.89028  0.132
C 0.06604 -4.58905 -0.52255  -0.042
C -0.19353 -3.28705 -0.94135  -0.048
O 2.77366 -0.00577 -1.29613  0.052
H 2.76449 2.29708 -5.31595  0.081
H 1.43733 1.14252 -5.52908  0.083
H 1.23055 2.55976 -4.46950  0.066
H 3.18707 0.23691 -3.96577  0.133
H 2.97796 1.67005 -2.91847  0.117
H -0.39284 -0.75352 -1.69102  0.132
H 2.85970 -1.90239 -0.25709  0.109
H 3.34023 -4.24639 0.37330  0.121
H -0.73283 -5.33392 -0.52390  0.118
H -1.18400 -3.00980 -1.31723  0.118
C -2.68079 -3.06354 4.92458  -0.111
C -1.97663 -3.31125 3.58406  -0.096
C -1.68811 -1.92648 3.09276  -0.149
C -2.18242 -1.01478 4.05752  -0.221
O -2.77467 -1.60465 5.13059  -0.017
C -2.03113 0.37598 3.89974  0.010
C -1.39069 0.83095 2.77513  -0.028
C -0.94417 -0.05204 1.71813  -0.173
C -0.36471 0.43137 0.52763  0.038
C -0.60547 1.74223 0.05595  -0.184
C 0.39768 2.46804 -0.66388  0.077
C 0.13915 3.75029 -1.09954  -0.140
C -1.06982 4.39729 -0.73950  -0.201
O -1.11663 5.71351 -1.08054  0.000
C 0.16059 6.02628 -1.75404  -0.103
C 0.98305 4.73206 -1.84250  -0.094
C -2.08883 3.71554 -0.05176  0.015
C -1.86761 2.40877 0.29129  -0.012
C -1.06202 -1.45798 1.95933  0.058
H -3.70210 -3.46140 4.93539  0.121
H -2.11805 -3.47769 5.76992  0.123
H -1.06196 -3.90081 3.72397  0.125
H -2.62700 -3.86222 2.89334  0.123
H -2.40360 1.03475 4.67552  0.120
H -1.21498 1.89996 2.66090  0.114
H 0.47948 -0.23032 0.02673  0.049
H 1.40146 2.04887 -0.79492  0.128
H -0.08385 6.43864 -2.74065  0.124
H 0.67764 6.79444 -1.16246  0.125
H 1.97602 4.85270 -1.39581  0.128
H 1.12387 4.43170 -2.88956  0.110
H -2.99880 4.25206 0.20909  0.124
H -2.66160 1.85112 0.79002  0.124
H -0.68363 -2.17484 1.23364  0.104

Forces on atoms 1 to 6 (eV/Å):
C -0.119 0.209 -0.368
C -0.269 0.007 -0.083
O 0.466 -0.020 0.145
C 0.118 0.356 1.510
C 0.600 -2.271 -4.049
C -0.174 0.147 0.510

## Properties
Energy above the lowest of the compared OMol25 structures with the same formula, charge and spin in kJ/mol: 122.9
Energy in a.u.: -1437.5369
Gap between HOMO and LUMO in eV: 4.77